{"formula": "C22H40F10GaI2N2O4", "method": "ωB97M-V/def2-TZVPD", "symbols": ["C", "C", "I", "C", "I", "Ga", "C", "C", "C", "F", "C", "F", "F", "C", "F", "F", "C", "F", "F", "C", "F", "F", "F", "H", "H", "H", "H", "H", "H", "H", "H", "H", "H", "C", "O", "C", "C", "N", "C", "C", "O", "C", "H", "H", "H", "H", "H", "H", "H", "H", "H", "H", "H", "H", "H", "H", "H", "C", "O", "C", "C", "N", "C", "C", "O", "C", "H", "H", "H", "H", "H", "H", "H", "H", "H", "H", "H", "H", "H", "H", "H"], "positions_angstrom": [[6.33411, 2.21445, -1.17177], [6.12347, 1.60906, 0.36111], [5.81198, 3.16518, 1.93060], [6.13768, 0.13710, 0.68863], [6.53567, -1.19615, -1.05185], [5.80760, -0.60112, 2.63155], [7.65426, -1.41734, 3.23419], [8.02660, -1.08673, 4.79650], [7.59640, 0.41212, 5.30829], [7.48862, -2.13312, 5.72334], [4.48805, -2.19028, 2.54966], [4.79271, -3.21173, 3.62055], [4.61574, -2.94773, 1.25403], [2.88190, -1.73471, 2.62539], [2.12623, -3.04046, 2.70812], [2.42528, -1.09066, 1.36682], [2.50956, -0.91430, 3.99511], [1.27262, -1.56780, 4.56598], [3.53740, -0.97786, 5.06254], [2.12257, 0.66405, 3.77840], [2.98648, 1.39915, 2.82611], [2.32676, 1.33019, 5.11853], [0.64768, 0.82572, 3.49880], [5.61583, 1.61007, -1.90362], [5.90802, 3.32673, -1.18031], [7.45390, 2.17187, -1.53005], [5.33436, 0.57427, 3.64230], [8.53392, -1.04201, 2.55752], [7.64498, -2.60714, 3.14066], [9.21321, -1.15430, 4.90849], [6.46570, 0.40070, 5.61042], [7.80066, 1.19906, 4.46660], [8.20795, 0.70657, 6.28710], [-3.74764, 0.36196, -0.27115], [-2.64219, -0.33371, 0.29180], [-2.06348, 0.32900, 1.42257], [-2.40173, -0.40794, 2.72978], [-3.81949, -0.26976, 3.07132], [-4.27554, -1.19574, 4.12230], [-4.12941, -2.70889, 3.86380], [-4.99085, -3.21789, 2.84419], [-4.52657, -3.00680, 1.51835], [-3.96015, -0.07748, -1.25002], [-4.63924, 0.24491, 0.34762], [-3.52576, 1.42447, -0.40979], [-2.34402, 1.38871, 1.46988], [-0.97847, 0.28815, 1.28085], [-1.79969, 0.00165, 3.54447], [-2.12535, -1.45551, 2.59066], [-4.38142, -0.43676, 2.24608], [-5.33940, -0.98394, 4.27757], [-3.76350, -0.94139, 5.05867], [-4.43399, -3.22114, 4.78495], [-3.09255, -3.01419, 3.68709], [-3.43653, -3.06253, 1.44208], [-4.89335, -2.04858, 1.14762], [-4.95499, -3.78276, 0.87846], [-4.23478, -0.66684, -4.08830], [-4.24212, 0.74114, -3.88728], [-2.93446, 1.32658, -3.88436], [-2.68527, 2.13271, -5.17057], [-2.55176, 1.25491, -6.33566], [-2.62623, 1.95864, -7.62763], [-3.90814, 2.75587, -7.94213], [-5.06673, 1.94771, -8.15502], [-5.70510, 1.50471, -6.96582], [-5.22723, -1.04954, -3.83324], [-4.04186, -0.91126, -5.13451], [-3.49832, -1.16074, -3.44716], [-2.14741, 0.58137, -3.71364], [-2.91045, 2.02131, -3.03833], [-1.76903, 2.71792, -5.06128], [-3.52329, 2.82378, -5.28593], [-3.28761, 0.55999, -6.31850], [-2.51047, 1.19196, -8.40195], [-1.75961, 2.62604, -7.71271], [-3.73621, 3.27484, -8.89335], [-4.11151, 3.54452, -7.20990], [-5.64915, 2.24284, -6.16011], [-5.27668, 0.55228, -6.65042], [-6.75922, 1.32257, -7.19111]], "gap_ev": 7.6, "multiplicity": 1, "e_homo_ha": -0.207, "charge": -1}